# C44H121N11O11

11 unconnected molecules or ions with the total composition C44H121N11O11 in a non-equilibrium geometry (ωB97M-V/def2-TZVPD, the Open Molecules 2025 dataset).

Structure (XYZ):
```
187
Properties=species:S:1:pos:R:3:forces:R:3:lowdin_charge:R:1
C 1.12883 8.28702 18.53168 1.1220 0.7966 1.6313 -0.064
O 2.38209 8.25755 19.28092 -0.9937 -0.6527 0.3707 -0.209
C 3.50021 8.45533 18.43260 -0.3467 0.1259 0.2064 -0.193
C 4.83526 8.31960 19.17418 0.3356 -1.1083 0.3198 -0.449
C 5.33431 9.36613 20.10566 -0.9737 1.8751 1.4115 -0.079
N 5.90912 7.99882 18.26857 -0.0480 -0.5644 -1.4912 0.022
H 1.06512 7.50100 17.77921 0.2035 0.3526 -0.3534 0.078
H 1.03774 9.33728 18.25462 -0.2958 -0.1448 -1.0853 0.087
H 0.30508 8.14122 19.23044 0.3300 -0.1859 0.1888 0.049
H 3.45234 7.65315 17.69618 0.4087 0.2015 -0.4538 0.121
H 3.35588 9.44162 17.99158 0.3727 0.1856 -0.5249 0.123
H 4.68225 7.43790 19.79652 -0.0474 -0.2999 -0.0286 0.138
H 6.40191 9.39298 20.32385 0.0276 -1.0388 0.0758 0.076
H 4.75930 9.26753 21.02641 0.2217 0.3718 0.3452 0.079
H 5.23258 10.40496 19.79168 -0.6518 0.1389 -0.4914 0.076
H 6.25562 8.85968 17.86987 0.2858 -0.0119 -0.1559 0.072
H 6.66586 7.54714 18.76196 0.0342 0.1097 -0.0183 0.074
C -2.54892 9.11652 10.98665 -0.3196 -0.7438 0.1329 -0.095
O -3.46507 9.12668 12.08232 1.1024 -0.1569 0.4621 -0.234
C -3.00573 9.84658 13.22624 -0.6719 1.2982 -0.2170 -0.192
C -1.82017 9.26614 13.98650 -0.8233 -0.7676 -1.9214 -0.435
C -2.10907 7.77756 14.27037 1.3745 0.5122 -0.5676 -0.027
N -1.47105 10.01464 15.14517 -0.5054 -0.7633 0.9945 0.050
H -1.59520 8.62995 11.19100 0.1955 0.1567 0.5340 0.081
H -2.36143 10.11971 10.60380 -0.1199 0.0609 -0.1206 0.095
H -2.99979 8.44424 10.25669 -0.1746 0.4731 -0.3089 0.092
H -2.76812 10.87425 12.95139 0.3678 0.2454 -0.3963 0.123
H -3.89943 10.01675 13.82662 -0.0431 -0.6030 0.4622 0.113
H -0.96464 9.46067 13.33971 0.0920 -0.9045 -0.5235 0.138
H -3.12976 7.54401 14.57325 0.0108 0.1933 -0.1570 0.073
H -1.41688 7.49093 15.06209 -0.0207 -0.4146 0.0537 0.065
H -1.83071 7.26147 13.35152 -0.3417 -0.5490 0.1535 0.081
H -0.51040 9.76047 15.32585 0.4067 0.3725 0.2179 0.096
H -1.94829 9.47612 15.85392 -0.2946 0.6926 1.2278 0.050
C -6.94171 8.60500 15.47721 0.6133 1.3602 0.9261 -0.057
O -6.33950 9.14091 16.68010 0.9063 -0.9563 0.3670 -0.197
C -4.90927 9.20881 16.64327 0.6529 -0.7443 1.5370 -0.158
C -4.28544 9.10585 18.11962 -1.0205 -0.0325 0.3557 -0.387
C -5.02624 9.97947 19.09500 -2.1537 0.0022 -0.0069 -0.070
N -2.88061 9.38859 18.27305 1.0304 0.5813 -0.7894 0.071
H -7.95094 8.27003 15.71674 0.0454 0.1884 -0.0055 0.081
H -6.37464 7.77375 15.05822 0.1570 0.0552 -0.0756 0.068
H -6.93846 9.50246 14.85862 -0.4319 -0.5583 -0.9674 0.084
H -4.46187 8.37218 16.10663 -0.2766 -0.3624 -0.2408 0.085
H -4.52203 10.08695 16.12653 -0.2114 0.5611 0.1291 0.105
H -4.34190 8.10683 18.55191 -0.7985 -0.4498 -0.7729 0.118
H -4.66199 10.04315 20.12036 0.5616 -0.3121 -0.1937 0.068
H -6.01682 9.53134 19.17272 -0.3647 0.2548 0.1731 0.081
H -5.20751 10.99423 18.74074 0.2768 0.1560 -0.2163 0.076
H -2.55871 8.78030 19.01228 -0.1113 0.1577 -0.2079 0.016
H -2.87224 10.28295 18.74224 0.5950 0.3423 -0.3356 0.024
C -5.81013 5.86460 12.26626 -0.6080 -0.3372 -0.0422 -0.096
O -6.66540 5.08866 11.45300 -0.9720 -0.9698 -1.2009 -0.199
C -8.07901 5.14924 11.70195 0.0546 0.4245 0.5297 -0.170
C -8.95353 4.37305 10.70430 -0.1527 0.9579 -1.5947 -0.435
C -10.50492 4.16592 10.98141 1.8581 0.4815 0.7026 -0.034
N -8.40768 3.11231 10.34322 0.4463 -2.3864 0.5347 0.011
H -5.27886 6.62691 11.69641 0.2780 -0.2885 -0.3257 0.078
H -5.16313 5.09876 12.69403 0.4528 0.6746 0.5056 0.089
H -6.36839 6.45266 12.99470 -0.0735 -0.3024 0.4722 0.066
H -8.33108 4.76484 12.69028 0.2783 0.0376 0.4655 0.120
H -8.26579 6.22191 11.65106 -0.9305 -0.0213 0.1760 0.102
H -8.84649 4.89911 9.75567 -0.6449 1.2015 0.0111 0.123
H -10.68197 3.69416 11.94795 0.2049 0.1665 0.2589 0.065
H -10.89462 3.42972 10.27839 -0.0324 0.4796 -0.3712 0.066
H -10.99517 5.13922 10.96033 -0.3041 -0.2291 -0.2065 0.068
H -8.90010 2.80402 9.51705 0.0700 -0.2898 -0.0094 0.070
H -7.42421 3.11022 10.11330 0.1005 0.3817 0.1707 0.072
C -8.20011 13.47692 11.87062 -0.3599 0.0291 -1.0256 -0.111
O -8.20368 12.11220 11.47157 -0.3581 -1.0507 1.4923 -0.191
C -6.91203 11.52809 11.33022 0.1198 1.6355 -0.5422 -0.211
C -6.91249 10.15938 10.69515 -0.8907 -0.3964 0.0547 -0.425
C -7.35964 9.08441 11.64715 -0.0060 -0.4609 0.3386 -0.065
N -5.59473 9.69439 10.20488 -0.9826 1.0129 -0.2339 0.070
H -9.12396 13.68864 12.40893 -0.0585 -0.1079 -0.2027 0.085
H -8.16579 14.02116 10.92684 -0.2007 0.5988 0.0425 0.084
H -7.39064 13.89045 12.47216 0.4545 -0.7897 0.2411 0.082
H -6.49204 12.25392 10.63389 1.2384 -0.2105 -0.2129 0.119
H -6.35690 11.54443 12.26813 0.1133 -0.0012 0.2826 0.127
H -7.67721 10.23654 9.92227 0.2974 -0.1266 -0.6176 0.138
H -7.48482 8.15454 11.09239 0.1694 -0.0810 0.0387 0.070
H -8.27554 9.23536 12.21849 0.0223 0.4239 -0.1054 0.092
H -6.50979 8.98899 12.32300 -0.1854 -0.4286 0.5083 0.062
H -5.05447 10.52160 9.99527 0.3443 0.0531 -0.3361 0.064
H -5.11103 9.24642 10.97003 0.0471 0.0375 0.1290 0.017
C -5.09511 14.75641 17.18754 0.1333 0.5124 -0.9485 -0.114
O -3.83449 15.06119 17.72708 1.2752 -0.5356 0.0330 -0.212
C -2.76285 14.71069 16.82980 0.2309 -0.6054 -1.2236 -0.173
C -2.44750 13.16453 16.70016 1.6421 0.2012 1.0891 -0.368
C -1.62984 12.66243 17.94605 -1.6167 0.6520 1.0848 -0.053
N -1.64757 12.76794 15.55177 -0.7953 1.7121 -1.0237 0.019
H -5.19513 13.72309 16.85537 -0.1613 -0.2881 0.5215 0.077
H -5.19136 15.32688 16.26375 -0.3411 0.2859 -0.1918 0.085
H -5.87470 15.07966 17.87735 0.1254 -0.2779 0.0818 0.089
H -2.97906 15.07943 15.82711 -0.6383 -0.1773 -0.3482 0.106
H -1.85399 15.28532 17.00834 -0.0250 -0.0669 1.0372 0.120
H -3.43667 12.71108 16.63672 0.1642 -0.4660 0.0609 0.109
H -1.49099 13.51779 18.60725 -0.1122 -0.1536 0.4025 0.056
H -0.63886 12.21645 17.86123 -0.0858 0.0130 -0.9896 0.068
H -2.24008 11.92253 18.46397 0.2143 0.3193 0.3240 0.025
H -0.66521 12.83285 15.77732 -0.0608 -0.0396 -0.0610 0.059
H -1.83920 11.81574 15.27480 0.1509 -0.0604 0.1382 -0.002
C -11.39320 9.04977 16.32592 -0.8239 0.0764 -0.2817 -0.137
O -11.26266 8.39201 15.07820 0.7421 -2.2424 -0.1482 -0.207
C -12.05771 7.14348 14.89500 -0.8629 1.3493 1.0643 -0.116
C -11.95694 6.10103 16.05285 -1.6316 -0.9005 1.1235 -0.428
C -10.67318 5.40527 16.10034 2.8895 -0.6993 -0.9119 -0.098
N -12.96723 4.99336 16.04261 -0.4413 0.9338 -1.3497 0.027
H -12.44274 9.05004 16.62012 -0.3957 0.5320 -0.1386 0.082
H -11.00172 10.05204 16.15182 -0.2514 0.0241 0.1145 0.090
H -10.92476 8.66322 17.23104 0.7619 -0.6678 -0.3540 0.076
H -13.04418 7.59323 14.78229 -0.6919 -0.5318 0.6370 0.111
H -11.95745 6.68992 13.90893 1.1499 0.1003 0.0701 0.118
H -12.05916 6.57475 17.02920 -0.0948 0.7813 -0.1160 0.119
H -10.48302 4.82563 15.19704 -0.1619 0.1610 -0.4666 0.080
H -10.47637 4.64490 16.85612 -0.6967 0.2960 0.6104 0.083
H -9.83707 6.10062 16.17461 0.0533 0.1841 -0.0067 0.076
H -13.92617 5.24218 16.23911 0.1879 0.1608 0.0706 0.062
H -12.72589 4.12122 16.49119 0.3430 0.4335 0.0584 0.061
C -1.99770 10.92787 21.61849 -1.1056 1.0948 -1.9797 -0.168
O -1.12169 10.59562 22.58989 2.3076 -0.6216 0.8257 -0.179
C 0.15040 11.29482 22.37197 -2.6482 0.4004 1.1335 -0.171
C 0.91682 11.12475 23.61289 1.9032 1.7167 1.0140 -0.469
C 2.02631 12.21103 23.67659 0.4763 -1.0905 -1.8103 -0.058
N 1.45903 9.77558 23.64920 -0.2569 0.3974 0.3294 0.068
H -2.94138 10.38896 21.70296 0.1836 -0.1652 -0.0036 0.093
H -1.55109 10.84959 20.62727 0.0133 -1.0113 -0.5727 0.073
H -2.20061 11.99544 21.53352 -0.4233 0.4563 0.7950 0.058
H 0.68872 10.98162 21.47741 -0.1428 -0.1369 -0.1226 0.142
H -0.17814 12.33409 22.36318 0.3866 0.3593 -0.6956 0.126
H 0.35943 11.41237 24.50434 -1.0008 -0.5555 -0.1156 0.138
H 2.58526 12.18596 24.61203 -0.1103 0.2838 -0.1285 0.077
H 1.72696 13.19286 23.30985 -0.5856 0.2266 0.9739 0.073
H 2.67501 11.96562 22.83571 0.8064 -0.3562 0.2268 0.069
H 1.78021 9.62447 24.59477 0.2564 -0.3680 0.1462 0.075
H 0.61719 9.22624 23.55110 0.0008 -0.7229 0.0140 0.044
C -4.72022 4.35900 16.05348 -0.7833 0.9850 -0.0083 -0.124
O -3.39145 4.23671 15.70640 1.3767 -0.5991 -0.9743 -0.207
C -2.39642 4.69521 16.61450 -0.2538 -1.2157 0.9989 -0.191
C -1.00632 4.06961 16.26455 -0.9693 2.3384 -2.1447 -0.372
C 0.15048 4.86007 16.83500 0.0666 0.2182 0.4233 -0.077
N -0.82974 4.21028 14.78565 -0.2734 -1.4793 0.3396 0.034
H -4.94612 5.41164 16.22385 -0.1398 0.3034 0.7295 0.076
H -5.03481 3.72706 16.88402 0.1218 0.0324 0.2825 0.090
H -5.37801 4.15574 15.20844 0.3893 -0.5552 -0.2692 0.082
H -2.41919 5.78058 16.71222 0.2569 0.2984 -0.3048 0.110
H -2.65101 4.28159 17.59031 -0.1647 0.1520 0.5234 0.112
H -1.07864 3.00960 16.50794 0.4369 0.0560 0.0556 0.139
H 0.32261 5.76711 16.25556 -0.4419 0.1433 -0.3470 0.057
H 1.08957 4.32946 16.67791 -0.0533 -0.2390 0.5869 0.085
H -0.02851 5.22852 17.84510 0.3689 -0.5523 0.3140 0.042
H -0.90060 5.17099 14.48213 0.0685 0.3106 0.3530 0.040
H -1.66531 3.77393 14.42299 -0.0326 -0.1589 -0.6367 0.054
C -4.34299 6.33012 20.88919 -0.1203 0.4235 -0.4933 -0.083
O -3.30527 7.29189 20.62709 0.1692 0.5281 0.3772 -0.214
C -2.05702 6.86305 20.02319 -1.5632 -2.2346 0.6050 -0.170
C -1.11805 6.20818 21.03738 1.0979 -0.3002 0.2126 -0.396
C -0.69542 7.14393 22.16929 -0.5492 0.6281 0.1561 -0.049
N 0.07084 5.64830 20.34127 -0.0401 0.5411 0.1303 0.051
H -4.26004 5.69552 21.77153 0.9754 -0.2264 -0.0822 0.083
H -4.58167 5.75491 19.99461 0.3590 -0.3781 -0.0830 0.083
H -5.28143 6.83681 21.11429 0.2243 0.7734 -0.1992 0.084
H -2.36114 6.07072 19.33920 0.2981 -0.2258 -0.3862 0.106
H -1.60409 7.61667 19.37899 0.0352 0.1477 0.7134 0.085
H -1.53145 5.26756 21.40130 -0.9542 0.4191 0.3347 0.135
H -0.29251 6.67642 23.06773 0.1467 -0.4226 -0.2431 0.082
H -1.50364 7.78167 22.52733 -0.3178 -0.1011 -0.1015 0.072
H 0.04494 7.85564 21.80400 0.2438 -0.0377 -0.1549 0.066
H 0.46695 4.97027 20.97645 -0.0091 -0.4562 -0.0345 0.076
H 0.78376 6.36332 20.36552 0.3419 0.3220 -0.4322 0.043
C -7.66847 12.22273 22.16594 0.1209 1.4589 0.3338 -0.067
O -6.64133 13.24159 22.05798 -1.2139 -1.3492 0.3407 -0.185
C -5.76221 13.21293 20.96938 0.7969 -0.6016 -0.1270 -0.226
C -4.50627 13.89140 21.48217 -0.2789 2.0562 0.0861 -0.417
C -4.84451 15.36282 21.87619 0.2363 -0.3021 0.8921 -0.050
N -3.46646 13.83207 20.47622 -0.5846 -0.0816 -0.5797 0.051
H -8.37703 12.26476 21.33874 0.4310 -0.4804 -0.5713 0.083
H -8.31071 12.53561 22.98919 0.3080 0.0874 0.3291 0.079
H -7.27724 11.24017 22.42983 0.1314 -0.0717 -0.5174 0.086
H -5.38199 12.26963 20.57729 -0.4602 -0.9640 0.7531 0.093
H -6.21674 13.59754 20.05638 -0.0864 0.9795 -0.0351 0.123
H -4.18436 13.34072 22.36604 -0.1155 0.0302 0.1660 0.135
H -5.52339 15.33976 22.72864 -0.1099 0.1479 -0.0383 0.069
H -5.27641 16.01558 21.11758 -0.2330 -0.5409 -0.4755 0.077
H -3.96551 15.92263 22.19567 0.3264 -0.2511 0.1686 0.067
H -3.94569 14.26604 19.70025 0.4077 -0.1151 -0.9599 0.043
H -2.74965 14.52018 20.65727 0.2970 0.0212 0.4252 0.079
```
Forces are in eV/Å.

Computed properties:
LUMO energy: 0.39 eV
Kohn-Sham gap: 0.320 hartree
Energy: -86491.727 eV
SMILES string: COC[C@H](C)N.COC[C@H](C)N.COC[C@H](C)N.COC[C@H](C)N.COC[C@H](C)N.COC[C@H](C)N.COC[C@H](C)N.COC[C@H](C)N.COC[C@H](C)N.COC[C@H](C)N.COC[C@H](C)N
Relative energy (zero: lowest compared OMol25 entry of this formula, charge and spin): 173.1 kcal/mol
2S+1: 1
HOMO level: -8.305 eV